(1)
{"formula": "C22H30N3S", "method": "ωB97M-V/def2-TZVPD", "species": ["C", "C", "C", "C", "C", "C", "C", "C", "C", "C", "N", "S", "N", "C", "C", "C", "H", "H", "H", "H", "H", "H", "H", "H", "H", "H", "C", "C", "C", "C", "N", "C", "C", "C", "C", "C", "H", "H", "H", "H", "H", "H", "H", "H", "H", "H", "H", "H", "H", "H", "H", "H", "H", "H", "H", "H"], "xyz": [[-5.1423, 4.6588, -4.8054], [-5.1661, 3.3252, -4.4469], [-3.9860, 2.6245, -4.2725], [-2.7562, 3.2366, -4.4482], [-1.4075, 2.5756, -4.2447], [-1.3590, 1.0730, -4.1932], [-2.0170, 0.2313, -5.0358], [-1.8858, -1.1787, -4.9530], [-1.0882, -1.7769, -4.0340], [-0.3583, -0.9568, -3.1397], [0.4836, -1.3420, -2.1803], [1.0431, -0.0011, -1.4988], [0.2424, 1.1125, -2.3317], [-0.4986, 0.4561, -3.2296], [-2.7475, 4.5833, -4.7938], [-3.9216, 5.2895, -4.9726], [-6.0456, 5.2261, -4.9515], [-6.1178, 2.8388, -4.3105], [-4.0517, 1.5937, -3.9630], [-1.0103, 2.9499, -3.3059], [-0.7220, 2.9236, -5.0125], [-2.6487, 0.6341, -5.8105], [-2.4442, -1.7766, -5.6520], [-0.9766, -2.8461, -3.9676], [-1.7937, 5.0720, -4.9225], [-3.8553, 6.3302, -5.2460], [4.8056, -2.1494, 5.3723], [3.4885, -2.8813, 5.1211], [3.1196, -2.9699, 3.6383], [2.8076, -1.6649, 2.9285], [1.5989, -0.8806, 3.4158], [0.9481, -0.2141, 2.2183], [0.0608, -1.2937, 1.6393], [-0.5445, -1.9513, 2.8832], [0.4775, -1.7176, 4.0053], [2.0422, 0.1660, 4.3869], [4.7630, -1.1036, 5.0588], [5.0526, -2.1625, 6.4327], [5.6244, -2.6274, 4.8339], [2.6905, -2.4093, 5.7017], [3.5738, -3.8986, 5.5056], [2.3016, -3.6796, 3.4901], [3.9664, -3.4067, 3.1029], [2.6400, -1.8772, 1.8739], [3.6529, -0.9804, 2.9824], [0.3633, 0.6252, 2.5929], [1.7253, 0.1470, 1.5494], [0.6469, -2.0158, 1.0685], [-0.6918, -0.8879, 0.9689], [-0.7430, -3.0093, 2.7271], [-1.4918, -1.4832, 3.1465], [0.8747, -2.6330, 4.4234], [0.0444, -1.1381, 4.8165], [2.7640, 0.8119, 3.8937], [2.4921, -0.3181, 5.2492], [1.1769, 0.7464, 4.6947]], "forces_ev_per_a": [[0.127, 0.220, -0.036], [-0.216, 0.238, -0.090], [0.020, -0.306, 0.241], [0.102, 0.100, -0.205], [-0.409, -0.193, 0.244], [0.100, 0.104, -0.011], [0.144, 0.365, 0.056], [0.124, -0.220, 0.158], [0.062, -0.396, 0.026], [-0.158, 0.009, -0.148], [0.178, -0.260, 0.159], [-0.176, 0.087, -0.211], [0.192, 0.071, 0.124], [-0.092, 0.460, 0.105], [0.026, -0.086, -0.050], [0.289, 0.019, 0.003], [-0.251, -0.035, -0.002], [-0.100, -0.183, 0.063], [0.093, -0.194, -0.022], [0.174, 0.044, 0.140], [0.109, 0.067, -0.196], [-0.142, 0.132, -0.068], [-0.076, -0.181, -0.116], [-0.052, -0.165, -0.059], [0.118, 0.162, -0.066], [-0.147, 0.161, -0.040], [-0.115, -0.007, 0.008], [0.180, 0.054, -0.013], [-0.083, -0.114, 0.238], [0.144, -0.292, -0.228], [-0.110, 0.351, 0.033], [0.021, -0.095, -0.070], [-0.028, -0.121, 0.038], [-0.038, -0.073, -0.014], [-0.219, -0.076, -0.013], [0.010, -0.133, 0.016], [0.048, -0.001, 0.004], [0.020, 0.028, -0.004], [0.007, 0.012, -0.013], [-0.037, -0.066, 0.005], [-0.041, -0.002, -0.003], [0.018, 0.025, -0.035], [0.013, 0.075, -0.068], [-0.061, 0.000, 0.029], [-0.043, 0.057, 0.037], [0.007, 0.014, 0.017], [0.030, 0.089, 0.051], [-0.020, 0.046, -0.054], [0.021, 0.046, -0.014], [0.035, -0.004, 0.017], [0.015, 0.020, -0.007], [0.083, 0.052, 0.012], [0.058, 0.031, 0.016], [0.023, 0.007, 0.024], [0.032, 0.050, -0.019], [-0.009, 0.005, 0.009]], "lumo_energy_ev": -2.653, "homo_lumo_gap_ha": 0.2901, "multiplicity": 1, "charge": 1}

(2)
{"formula": "C42H28F5InOP2S2", "method": "ωB97M-V/def2-TZVPD", "species": ["In", "O", "S", "C", "C", "C", "C", "C", "C", "P", "C", "C", "C", "C", "C", "C", "C", "C", "C", "C", "C", "C", "C", "C", "C", "C", "C", "C", "P", "C", "C", "C", "C", "C", "C", "C", "C", "C", "C", "C", "C", "H", "H", "H", "H", "H", "H", "H", "H", "H", "H", "H", "H", "H", "H", "H", "H", "H", "H", "H", "H", "H", "H", "H", "H", "H", "H", "H", "H", "F", "C", "C", "F", "C", "F", "C", "S", "C", "F", "C", "F"], "xyz": [[-1.3227, 0.4745, -2.0557], [1.7782, 1.6721, 1.6336], [0.6600, 0.7800, 2.2092], [-0.7168, 1.9090, 2.5440], [-0.3048, 2.7332, 3.5888], [-1.1414, 3.7277, 4.0617], [-2.3952, 3.8817, 3.4945], [-2.8126, 3.0364, 2.4768], [-1.9937, 2.0206, 1.9865], [-2.5791, 0.9085, 0.6469], [-4.0789, 1.7328, 0.0048], [-3.9435, 2.5285, -1.1333], [-5.0404, 3.1719, -1.6858], [-6.2868, 3.0274, -1.0959], [-6.4313, 2.2428, 0.0411], [-5.3380, 1.5897, 0.5878], [-3.2698, -0.4933, 1.5868], [-3.6759, -1.5925, 0.8254], [-4.2342, -2.7006, 1.4391], [-4.3757, -2.7251, 2.8211], [-3.9652, -1.6410, 3.5820], [-3.4081, -0.5244, 2.9717], [0.5053, -0.3268, 0.7993], [-0.1651, -1.5369, 0.9006], [0.0891, -2.5265, -0.0381], [1.0904, -2.3454, -0.9867], [1.7854, -1.1452, -1.0580], [1.4637, -0.1003, -0.1931], [2.2631, 1.5450, -0.2612], [4.0034, 1.4119, 0.2635], [4.9938, 1.5106, -0.7212], [6.3127, 1.2188, -0.4132], [6.6633, 0.8251, 0.8684], [5.6849, 0.7254, 1.8478], [4.3655, 1.0200, 1.5572], [2.4616, 1.9728, -2.0649], [2.9607, 3.2533, -2.3213], [2.9199, 3.7902, -3.5980], [2.3809, 3.0546, -4.6442], [1.9218, 1.7681, -4.4099], [1.9606, 1.2290, -3.1299], [0.6818, 2.6017, 4.0205], [-0.8163, 4.3680, 4.8701], [-3.0619, 4.6555, 3.8515], [-3.7962, 3.1707, 2.0515], [-2.9616, 2.7020, -1.5668], [-4.9227, 3.7870, -2.5682], [-7.1483, 3.5227, -1.5229], [-7.4029, 2.1370, 0.5055], [-5.4617, 0.9565, 1.4577], [-3.5702, -1.5599, -0.2552], [-4.5577, -3.5455, 0.8454], [-4.8080, -3.5908, 3.3044], [-4.0806, -1.6603, 4.6577], [-3.0983, 0.3197, 3.5745], [-0.8592, -1.7135, 1.7138], [-0.4354, -3.4710, 0.0198], [1.3589, -3.1546, -1.6528], [2.6112, -1.0311, -1.7486], [4.7608, 1.8006, -1.7305], [7.0672, 1.2998, -1.1839], [7.6947, 0.6004, 1.1039], [5.9536, 0.4167, 2.8490], [3.6292, 0.9517, 2.3398], [3.3998, 3.8310, -1.5156], [3.3102, 4.7841, -3.7730], [2.3307, 3.4738, -5.6400], [1.5487, 1.1650, -5.2278], [1.6321, 0.2085, -2.9918], [0.9160, 8.4893, -0.5216], [0.8156, 7.1765, -0.5548], [1.7352, 6.3945, 0.1306], [2.7173, 6.9639, 0.8101], [1.6149, 5.0181, 0.1012], [2.5472, 4.2718, 0.7016], [0.5725, 4.3928, -0.5781], [0.2593, 2.6690, -0.4850], [-0.3132, 5.1971, -1.2850], [-1.2992, 4.6171, -1.9719], [-0.2029, 6.5753, -1.2799], [-1.0638, 7.3129, -1.9592]], "forces_ev_per_a": [[0.001, 0.021, 0.078], [0.249, 0.286, 0.047], [-0.226, 0.028, -0.231], [0.058, -0.088, 0.011], [0.128, -0.159, -0.032], [-0.059, 0.066, -0.002], [0.016, 0.030, 0.061], [0.045, -0.117, -0.064], [0.196, -0.050, -0.316], [-0.641, 0.226, 0.276], [0.160, -0.025, 0.000], [0.072, 0.049, 0.094], [0.008, 0.044, -0.047], [-0.006, -0.021, 0.007], [-0.062, -0.022, 0.052], [0.078, -0.100, -0.052], [0.212, -0.068, -0.251], [-0.010, 0.092, 0.070], [0.014, -0.041, -0.081], [-0.001, 0.006, 0.038], [0.019, -0.033, 0.074], [0.027, 0.041, -0.091], [0.061, -0.161, 0.108], [-0.097, 0.036, 0.119], [0.076, -0.003, -0.009], [0.073, 0.018, -0.010], [0.024, -0.010, 0.087], [-0.044, 0.264, -0.020], [-0.536, -0.276, -0.633], [-0.289, 0.181, 0.020], [0.069, -0.036, 0.049], [0.053, -0.032, 0.022], [-0.038, 0.036, -0.057], [0.024, -0.035, 0.044], [0.108, 0.029, 0.135], [0.124, -0.022, 0.165], [0.014, -0.013, 0.055], [-0.023, -0.009, 0.020], [-0.036, -0.003, -0.048], [0.035, -0.028, -0.002], [0.060, -0.071, 0.016], [-0.037, 0.044, 0.055], [0.009, 0.005, -0.015], [0.002, -0.006, -0.003], [-0.053, -0.008, -0.023], [0.042, 0.020, -0.038], [0.009, -0.002, 0.014], [0.005, 0.010, 0.005], [0.001, -0.014, -0.026], [-0.029, 0.030, 0.016], [-0.037, -0.086, -0.002], [-0.007, 0.012, 0.000], [-0.006, 0.004, -0.004], [-0.002, -0.003, -0.008], [-0.013, 0.001, 0.023], [0.005, -0.032, -0.035], [-0.016, 0.017, 0.022], [-0.026, -0.002, 0.003], [-0.070, -0.039, -0.021], [0.001, -0.015, -0.018], [-0.012, 0.005, -0.003], [0.000, -0.003, 0.008], [-0.023, 0.012, 0.006], [0.122, -0.021, -0.022], [0.001, 0.021, -0.058], [0.007, -0.002, -0.008], [0.046, 0.001, 0.004], [-0.012, 0.028, -0.003], [-0.112, 0.097, -0.075], [0.015, 0.070, -0.024], [-0.007, -0.051, 0.000], [-0.015, -0.048, -0.012], [0.053, 0.007, -0.029], [-0.313, 0.020, -0.216], [0.035, -0.079, 0.233], [0.174, 0.146, -0.031], [0.337, -0.074, 0.542], [0.219, -0.105, 0.142], [-0.184, 0.020, -0.084], [0.012, -0.069, -0.009], [-0.057, 0.057, -0.008]], "lumo_energy_ev": -6.197, "relative_energy_kcal_mol": 38.15, "homo_lumo_gap_ha": 0.2678, "multiplicity": 1, "charge": 2}

(3)
{"formula": "C18H20N4O4", "method": "ωB97M-V/def2-TZVPD", "species": ["C", "H", "O", "C", "C", "C", "C", "C", "C", "O", "C", "H", "H", "H", "H", "C", "N", "C", "C", "N", "C", "H", "C", "H", "H", "C", "C", "O", "N", "H", "H", "C", "H", "C", "H", "H", "H", "H", "H", "O", "C", "N", "H", "H", "H", "H"], "xyz": [[-6.3295, -2.0741, 0.0705], [-5.8778, -2.7147, 0.8352], [-5.8460, -0.7564, 0.1468], [-4.5163, -0.5423, -0.0332], [-3.5765, -1.5257, -0.2976], [-2.2402, -1.2030, -0.4673], [-1.8290, 0.1183, -0.3709], [-2.7672, 1.1224, -0.1025], [-4.0995, 0.8087, 0.0654], [-5.0873, 1.7061, 0.3256], [-4.7364, 3.0641, 0.4338], [-4.0331, 3.2338, 1.2553], [-4.3022, 3.4429, -0.4969], [-5.6669, 3.5908, 0.6395], [-2.4071, 2.1349, -0.0343], [-0.4464, 0.4858, -0.5403], [0.0607, 1.6690, -0.4211], [1.4081, 1.5296, -0.6609], [1.6571, 0.1864, -0.9295], [2.7701, -0.4895, -1.2921], [4.0297, 0.2051, -1.4082], [4.6409, -0.3831, -2.0986], [4.7386, 0.3364, -0.0466], [4.6021, 1.3455, 0.3408], [5.8098, 0.1810, -0.1839], [4.1987, -0.7207, 0.9293], [2.8959, -0.3286, 1.6373], [1.9499, -1.0804, 1.7321], [2.8994, 0.8863, 2.2262], [3.6382, 1.5556, 2.1067], [2.0498, 1.1998, 2.6669], [3.9993, -2.0398, 0.1728], [3.6974, -2.8203, 0.8698], [2.9115, -1.8827, -0.9076], [3.1687, -2.4680, -1.7968], [1.9512, -2.2246, -0.5244], [4.9494, -2.3285, -0.2795], [4.9331, -0.8720, 1.7288], [3.8607, 1.1866, -1.8525], [0.4858, -0.4671, -0.8621], [2.3160, 2.5751, -0.5185], [3.0903, 3.4094, -0.3454], [-1.5185, -1.9785, -0.6684], [-3.8758, -2.5587, -0.3739], [-6.1556, -2.5115, -0.9183], [-7.4014, -2.0034, 0.2484]], "forces_ev_per_a": [[-0.069, -0.245, -0.020], [-0.005, 0.028, -0.039], [0.307, 0.353, -0.004], [-0.063, 0.065, 0.017], [-0.405, 0.002, 0.060], [0.280, 0.397, 0.007], [-0.519, -0.686, -0.007], [-0.053, -0.036, 0.002], [-0.127, -0.065, 0.013], [0.054, -0.442, -0.059], [0.073, 0.234, 0.015], [-0.014, -0.009, -0.035], [-0.004, -0.018, 0.036], [0.096, 0.007, -0.013], [-0.046, 0.157, 0.022], [0.569, 1.163, 0.141], [-0.890, -0.342, 0.062], [-0.123, -1.605, -0.358], [0.324, 1.068, -0.177], [-0.523, -0.124, 0.011], [0.182, 0.308, -0.058], [-0.033, 0.092, 0.003], [-0.047, -0.006, 0.057], [0.084, 0.015, -0.043], [0.006, 0.035, 0.021], [-0.007, -0.263, -0.102], [0.641, 0.204, 0.187], [-0.386, -0.369, -0.046], [-0.060, 0.312, 0.237], [-0.023, -0.034, -0.080], [0.017, -0.045, -0.028], [-0.112, 0.111, 0.205], [0.052, -0.050, -0.060], [-0.066, -0.488, 0.022], [-0.047, 0.006, 0.068], [0.162, -0.027, -0.075], [0.037, -0.016, 0.027], [-0.071, 0.032, -0.045], [0.097, -0.129, -0.070], [0.062, -0.087, -0.082], [0.436, 0.501, 0.189], [0.162, 0.188, -0.015], [0.053, -0.087, -0.016], [-0.085, -0.072, 0.005], [0.009, 0.019, 0.046], [0.077, -0.054, -0.019]], "smiles": "COc1ccc(-c2nc(C#N)c(N3CCC(C(N)=O)CC3)o2)cc1OC", "lumo_energy_ev": 0.746, "relative_energy_kcal_mol": 51.94, "homo_lumo_gap_ha": 0.2997, "multiplicity": 1}

Number 1: total energy -38600.38141 eV. Number 2: total energy -105049.13888 eV. Number 3: total energy -33140.64983 eV.